# C37H70Br2F2N7O9SSi

A cluster of 7 separate species, C37H70Br2F2N7O9SSi in total (ωB97M-V/def2-TZVPD, the Open Molecules 2025 dataset).

Last columns: bonded neighbours and bond lengths (Å).
Geometry (Å):
1 C -4.7127 -1.9312 2.2294  C2 1.510, H30 1.088, H31 1.084, H32 1.085
2 C -4.9121 -2.5793 0.8797  C1 1.510, Br3 1.875, C4 1.338
3 Br -6.3875 -3.7306 0.7701  C2 1.875
4 C -4.0978 -2.3878 -0.1640  C2 1.338, Br5 1.891, C6 1.500
5 Br -4.3825 -3.2622 -1.8159  C4 1.891
6 C -2.8781 -1.5148 -0.2008  C4 1.500, C7 1.519, N29 1.502, H33 1.086
7 C -1.7449 -1.9353 0.7186  C6 1.519, O8 1.408, H34 1.084, H35 1.090
8 O -0.5253 -1.3835 0.2824  C7 1.408, C9 1.408
9 C -0.5637 -0.0562 -0.1851  O8 1.408, C10 1.525, C24 1.545, H36 1.094
10 C 0.5242 0.7332 0.5345  C9 1.525, F11 1.349, F12 1.372, C13 1.528
11 F 1.7221 0.1971 0.2213  C10 1.349
12 F 0.5211 2.0146 0.0454  C10 1.372
13 C 0.3669 0.7941 2.0533  C10 1.528, C14 1.538, H37 1.084, H38 1.093
14 C 1.1558 -0.2515 2.8587  C13 1.538, Si15 1.912, H39 1.086, H40 1.086
15 Si 0.3173 -0.5279 4.5542  C14 1.912, C16 1.899, C17 1.865, C18 1.866
16 C -1.0748 -1.7858 4.2585  Si15 1.899, H41 1.092, H42 1.086, H43 1.086
17 C 1.4774 -1.2992 5.7944  Si15 1.865, H44 1.092, H45 1.087, H46 1.086
18 C -0.4760 1.0681 5.1082  Si15 1.866, C19 1.400, C23 1.402
19 C -1.7330 1.0425 5.7239  C18 1.400, C20 1.392, H47 1.082
20 C -2.3757 2.2141 6.1126  C19 1.392, C21 1.391, H48 1.077
21 C -1.7731 3.4485 5.8958  C20 1.391, C22 1.396, H49 1.078
22 C -0.5042 3.5218 5.3192  C21 1.396, C23 1.391, H50 1.076
23 C 0.1089 2.3318 4.9420  C18 1.402, C22 1.391, H51 1.086
24 C -1.8879 0.7356 -0.0945  C9 1.545, S25 1.833, N29 1.498, H52 1.085
25 S -2.3282 1.7528 -1.5542  C24 1.833, C26 1.773, O27 1.441, O28 1.435
26 C -0.9095 2.2822 -2.4761  S25 1.773, H53 1.084, H54 1.084, H55 1.082
27 O -3.1534 0.9123 -2.3837  S25 1.441
28 O -3.0011 2.8959 -1.0075  S25 1.435
29 N -3.1194 -0.0775 0.1622  C6 1.502, C24 1.498, H56 1.029, H57 1.023
30 H -4.7866 -0.8457 2.2060  C1 1.088
31 H -5.5220 -2.2487 2.8770  C1 1.084
32 H -3.8064 -2.2767 2.7161  C1 1.085
33 H -2.5435 -1.5020 -1.2336  C6 1.086
34 H -1.6493 -3.0144 0.7465  C7 1.084
35 H -1.9859 -1.6107 1.7310  C7 1.090
36 H -0.2634 -0.0978 -1.2363  C9 1.094
37 H 0.7497 1.7657 2.3446  C13 1.084
38 H -0.6863 0.7747 2.3444  C13 1.093
39 H 2.1508 0.1352 3.0602  C14 1.086
40 H 1.2076 -1.2230 2.3767  C14 1.086
41 H -1.9343 -1.2325 3.8735  C16 1.092
42 H -0.7809 -2.5417 3.5358  C16 1.086
43 H -1.3875 -2.2355 5.1969  C16 1.086
44 H 1.9115 -2.1900 5.3357  C17 1.092
45 H 2.3076 -0.6567 6.0774  C17 1.087
46 H 0.9592 -1.6338 6.6884  C17 1.086
47 H -2.2086 0.0845 5.8892  C19 1.082
48 H -3.3455 2.1204 6.5705  C20 1.077
49 H -2.2933 4.3541 6.1635  C21 1.078
50 H -0.0332 4.4707 5.1318  C22 1.076
51 H 1.0916 2.3955 4.4837  C23 1.086
52 H -1.8141 1.4582 0.7121  C24 1.085
53 H -1.1677 2.1884 -3.5244  C26 1.084
54 H -0.7679 3.3299 -2.2367  C26 1.084
55 H 0.0095 1.7557 -2.2543  C26 1.082
56 H -3.9611 0.3223 -0.2730  N29 1.029
57 H -3.2906 -0.0440 1.1701  N29 1.023
58 C -5.2506 0.6519 8.0231  O59 1.222, N60 1.341, H63 1.102
59 O -4.5070 0.4666 7.0716  C58 1.222
60 N -6.5742 0.4394 8.0136  C58 1.341, C61 1.453, C62 1.453
61 C -7.4038 0.6808 9.1812  N60 1.453, H64 1.091, H65 1.091, H66 1.087
62 C -7.1945 -0.0487 6.7940  N60 1.453, H67 1.091, H68 1.091, H69 1.086
63 H -4.8762 1.0199 8.9916  C58 1.102
64 H -7.8979 -0.2430 9.4856  C61 1.091
65 H -8.1631 1.4298 8.9516  C61 1.091
66 H -6.7922 1.0407 10.0050  C61 1.087
67 H -6.7585 -1.0080 6.5126  C62 1.091
68 H -7.0224 0.6568 5.9802  C62 1.091
69 H -8.2628 -0.1678 6.9511  C62 1.086
70 C -1.4350 -4.3033 -5.9466  O71 1.216, N72 1.349, H75 1.102
71 O -2.5912 -4.2807 -6.3218  C70 1.216
72 N -0.9340 -3.4869 -4.9969  C70 1.349, C73 1.451, C74 1.447
73 C 0.4500 -3.5408 -4.5657  N72 1.451, H76 1.093, H77 1.094, H78 1.087
74 C -1.8254 -2.5202 -4.3918  N72 1.447, H79 1.091, H80 1.091, H81 1.090
75 H -0.6914 -5.0065 -6.3543  C70 1.102
76 H 0.4985 -3.7653 -3.4974  C73 1.093
77 H 0.9283 -2.5746 -4.7502  C73 1.094
78 H 0.9943 -4.3119 -5.1047  C73 1.087
79 H -2.6686 -3.0246 -3.9182  C74 1.091
80 H -2.2249 -1.8491 -5.1543  C74 1.091
81 H -1.2785 -1.9420 -3.6473  C74 1.090
82 C 3.9604 -5.3739 -5.2887  O83 1.222, N84 1.340, H87 1.102
83 O 2.9526 -5.7262 -4.6934  C82 1.222
84 N 4.6339 -4.2425 -5.0400  C82 1.340, C85 1.456, C86 1.450
85 C 5.8225 -3.8501 -5.7832  N84 1.456, H88 1.094, H89 1.095, H90 1.088
86 C 4.1585 -3.3660 -3.9869  N84 1.450, H91 1.092, H92 1.090, H93 1.087
87 H 4.4016 -5.9739 -6.1005  C82 1.102
88 H 6.6674 -3.7600 -5.0941  C85 1.094
89 H 5.6441 -2.8884 -6.2754  C85 1.095
90 H 6.0583 -4.5961 -6.5386  C85 1.088
91 H 4.1497 -3.8976 -3.0332  C86 1.092
92 H 3.1413 -3.0383 -4.2029  C86 1.090
93 H 4.8089 -2.4981 -3.9183  C86 1.087
94 C 4.1864 -0.6011 -3.7375  O95 1.215, N96 1.346, H99 1.106
95 O 4.7374 -0.6759 -4.8176  C94 1.215
96 N 4.7154 -0.0246 -2.6427  C94 1.346, C97 1.451, C98 1.455
97 C 4.0071 0.0304 -1.3776  N96 1.451, H100 1.091, H101 1.092, H102 1.082
98 C 6.0446 0.5589 -2.7404  N96 1.455, H103 1.090, H104 1.090, H105 1.087
99 H 3.1765 -1.0169 -3.5630  C94 1.106
100 H 3.8666 1.0702 -1.0770  C97 1.091
101 H 4.5866 -0.4874 -0.6102  C97 1.092
102 H 3.0414 -0.4484 -1.4738  C97 1.082
103 H 6.0541 1.3413 -3.4993  C98 1.090
104 H 6.7668 -0.2039 -3.0311  C98 1.090
105 H 6.3287 0.9805 -1.7798  C98 1.087
106 C 6.6063 -1.3266 -8.4943  O107 1.220, N108 1.342, H111 1.102
107 O 5.6234 -1.7730 -7.9261  C106 1.220
108 N 7.2125 -0.1759 -8.1640  C106 1.342, C109 1.450, C110 1.457
109 C 8.3812 0.3123 -8.8703  N108 1.450, H112 1.091, H113 1.091, H114 1.088
110 C 6.6708 0.6028 -7.0585  N108 1.457, H115 1.090, H116 1.090, H117 1.087
111 H 7.0834 -1.8468 -9.3408  C106 1.102
112 H 9.2216 0.4107 -8.1808  C109 1.091
113 H 8.1709 1.2877 -9.3124  C109 1.091
114 H 8.6555 -0.3809 -9.6623  C109 1.088
115 H 6.6790 0.0140 -6.1417  C110 1.090
116 H 5.6386 0.8819 -7.2684  C110 1.090
117 H 7.2691 1.4992 -6.9195  C110 1.087
118 C -2.4189 6.9481 4.0744  O119 1.216, N120 1.346, H123 1.102
119 O -1.5984 6.4748 4.8372  C118 1.216
120 N -2.4647 6.6942 2.7530  C118 1.346, C121 1.451, C122 1.452
121 C -3.4645 7.2861 1.8846  N120 1.451, H124 1.092, H125 1.091, H126 1.087
122 C -1.4740 5.7950 2.1879  N120 1.452, H127 1.092, H128 1.091, H129 1.088
123 H -3.2092 7.6379 4.4135  C118 1.102
124 H -4.0603 6.5038 1.4099  C121 1.092
125 H -2.9819 7.8825 1.1082  C121 1.091
126 H -4.1248 7.9294 2.4613  C121 1.087
127 H -1.5436 4.8154 2.6661  C122 1.092
128 H -0.4708 6.1860 2.3622  C122 1.091
129 H -1.6439 5.6930 1.1185  C122 1.088

The charge is +1. The calculation puts the HOMO energy at -10.138 eV. The gap between HOMO and LUMO comes out at 7.28 eV. The total energy comes out at -8547.4505 Eh.

These are the Löwdin partial charges, in e, on atoms 1 to 99: atom 1 (C): -0.103, atom 2 (C): -0.757, atom 3 (Br): 0.828, atom 4 (C): -0.685, atom 5 (Br): 0.876, atom 6 (C): -0.277, atom 7 (C): -0.107, atom 8 (O): -0.020, atom 9 (C): -0.204, atom 10 (C): -0.479, atom 11 (F): 0.109, atom 12 (F): 0.088, atom 13 (C): -0.131, atom 14 (C): -0.204, atom 15 (Si): 0.600, atom 16 (C): -0.167, atom 17 (C): -0.163, atom 18 (C): -0.264, atom 19 (C): -0.096, atom 20 (C): -0.069, atom 21 (C): -0.067, atom 22 (C): -0.077, atom 23 (C): -0.112, atom 24 (C): -0.196, atom 25 (S): 0.680, atom 26 (C): -0.093, atom 27 (O): -0.283, atom 28 (O): -0.279, atom 29 (N): 0.128, atom 30 (H): 0.084, atom 31 (H): 0.065, atom 32 (H): 0.077, atom 33 (H): 0.118, atom 34 (H): 0.163, atom 35 (H): 0.094, atom 36 (H): 0.157, atom 37 (H): 0.116, atom 38 (H): 0.106, atom 39 (H): 0.085, atom 40 (H): 0.079, atom 41 (H): 0.004, atom 42 (H): 0.030, atom 43 (H): 0.043, atom 44 (H): 0.036, atom 45 (H): 0.035, atom 46 (H): 0.037, atom 47 (H): 0.083, atom 48 (H): 0.071, atom 49 (H): 0.094, atom 50 (H): 0.094, atom 51 (H): 0.098, atom 52 (H): 0.139, atom 53 (H): 0.089, atom 54 (H): 0.084, atom 55 (H): 0.062, atom 56 (H): 0.187, atom 57 (H): 0.160, atom 58 (C): -0.328, atom 59 (O): -0.014, atom 60 (N): -0.194, atom 61 (C): -0.048, atom 62 (C): -0.041, atom 63 (H): 0.142, atom 64 (H): 0.092, atom 65 (H): 0.092, atom 66 (H): 0.086, atom 67 (H): 0.089, atom 68 (H): 0.090, atom 69 (H): 0.088, atom 70 (C): -0.342, atom 71 (O): 0.016, atom 72 (N): -0.194, atom 73 (C): -0.061, atom 74 (C): -0.065, atom 75 (H): 0.141, atom 76 (H): 0.093, atom 77 (H): 0.081, atom 78 (H): 0.068, atom 79 (H): 0.014, atom 80 (H): 0.099, atom 81 (H): 0.069, atom 82 (C): -0.346, atom 83 (O): -0.016, atom 84 (N): -0.163, atom 85 (C): -0.039, atom 86 (C): -0.047, atom 87 (H): 0.135, atom 88 (H): 0.093, atom 89 (H): 0.052, atom 90 (H): 0.088, atom 91 (H): 0.105, atom 92 (H): 0.066, atom 93 (H): 0.052, atom 94 (C): -0.388, atom 95 (O): 0.008, atom 96 (N): -0.174, atom 97 (C): -0.058, atom 98 (C): -0.026, atom 99 (H): 0.127